1.
{"formula": "C4H12NO2", "method": "ωB97M-V/def2-TZVPD", "species": ["C", "N", "C", "O", "C", "C", "H", "H", "H", "H", "H", "H", "H", "H", "H", "H", "H", "H", "O"], "coordinates": [[0.874, 0.522, 0.578], [0.648, -0.497, -0.434], [-0.727, -1.119, -0.354], [-1.294, -1.401, 0.895], [-0.183, 1.570, 0.449], [-0.297, 2.282, -0.940], [1.899, 0.990, 0.619], [0.582, 0.126, 1.597], [1.407, -1.238, -0.532], [-0.728, -1.998, -1.177], [-1.409, -0.368, -0.920], [-1.051, 0.929, 0.659], [-0.135, 2.399, 1.141], [-1.171, 3.071, -0.899], [-0.439, 1.547, -1.755], [0.658, 2.732, -1.174], [0.645, -3.504, 0.090], [-0.025, -2.665, 1.086], [0.746, -3.378, 1.073]], "mulliken_charge": [-0.27, -0.31, -0.89, -0.88, -0.73, -1.16, 0.45, 0.23, 0.31, 0.31, 0.28, 0.37, 0.41, 0.27, 0.29, 0.34, 0.29, 0.42, -0.74], "e_above_lowest_ev": 1.252, "total_charge": -1, "multiplicity": 1, "gap_ev": 7.52}

***

2.
{"formula": "C4H12NO2", "method": "ωB97M-V/def2-TZVPD", "species": ["C", "N", "C", "C", "C", "O", "H", "H", "H", "H", "H", "H", "H", "H", "H", "H", "H", "H", "O"], "coordinates": [[1.311, -1.960, 0.510], [0.316, -0.943, 0.419], [-0.882, -1.519, -0.261], [0.657, 0.411, 0.018], [-0.023, 1.495, 0.925], [0.013, 2.664, 0.195], [1.685, -2.266, -0.526], [1.024, -2.888, 1.008], [2.243, -1.531, 0.951], [-1.157, -2.503, 0.120], [-0.760, -1.305, -1.323], [-1.726, -0.934, 0.130], [1.780, 0.544, 0.043], [0.520, 0.580, -1.050], [0.521, 1.785, 1.852], [-1.126, 1.258, 1.115], [-1.540, 1.751, -1.930], [-1.098, 2.760, -0.673], [-1.756, 2.601, -1.522]], "mulliken_charge": [-0.96, 0.13, -1.03, -0.60, -0.33, -0.85, 0.33, 0.28, 0.32, 0.36, 0.35, 0.25, 0.31, 0.27, 0.20, 0.12, 0.23, 0.39, -0.78], "e_above_lowest_ev": 1.696, "total_charge": -1, "multiplicity": 1, "gap_ev": 6.71}

***

3.
{"formula": "C4H12NO2", "method": "ωB97M-V/def2-TZVPD", "species": ["C", "C", "N", "C", "C", "O", "H", "H", "H", "H", "H", "H", "H", "H", "H", "H", "H", "H", "O"], "coordinates": [[1.726, 0.619, 0.171], [1.181, -0.927, 0.007], [-0.030, -1.257, 0.807], [-1.220, -0.762, 0.214], [-1.556, 0.601, 1.111], [-1.465, 0.569, 2.391], [1.808, 1.065, -0.765], [0.887, 1.194, 0.623], [2.524, 0.693, 0.877], [1.893, -1.669, 0.316], [1.016, -0.942, -1.079], [-0.023, -0.914, 1.834], [-1.097, -0.623, -0.877], [-1.934, -1.580, 0.207], [-2.694, 0.892, 0.749], [-0.808, 1.267, 0.841], [0.085, -0.024, -2.903], [-0.287, 0.978, -1.802], [-0.005, 0.820, -2.724]], "mulliken_charge": [-0.92, -0.40, -0.43, -0.47, -0.29, -0.84, 0.36, 0.18, 0.36, 0.41, 0.11, 0.30, 0.05, 0.27, 0.22, 0.14, 0.29, 0.35, -0.67], "e_above_lowest_ev": 2.975, "total_charge": -1, "multiplicity": 1, "gap_ev": 6.36}

***

4.
{"formula": "C4H12NO2", "method": "ωB97M-V/def2-TZVPD", "species": ["C", "N", "C", "C", "C", "O", "H", "H", "H", "H", "H", "H", "H", "H", "H", "H", "H", "H", "O"], "coordinates": [[-2.254, -0.694, -1.185], [-2.364, 0.155, -0.053], [-1.140, 0.275, 0.715], [-0.143, 1.401, 0.514], [1.183, 1.087, -0.240], [2.177, 0.616, 0.646], [-3.238, -0.653, -1.690], [-2.022, -1.770, -0.982], [-1.475, -0.409, -1.962], [-0.523, -0.813, 0.354], [0.119, -1.580, 0.329], [-1.300, 0.092, 1.794], [-0.637, 2.198, -0.083], [0.192, 1.806, 1.474], [0.974, 0.401, -1.073], [1.643, 2.011, -0.616], [2.846, -0.542, 0.564], [2.588, -2.019, 0.899], [3.375, -1.563, 0.594]], "mulliken_charge": [-0.69, -0.90, -0.10, -0.64, -0.51, -0.84, 0.35, 0.20, 0.16, -0.88, 0.56, 0.33, 0.40, 0.25, 0.24, 0.28, 0.40, 0.29, -0.90], "e_above_lowest_ev": 3.479, "total_charge": -2, "multiplicity": 2, "gap_ev": [5.42, 5.84]}

***

5.
{"formula": "C4H12NO2", "method": "ωB97M-V/def2-TZVPD", "species": ["O", "C", "C", "N", "C", "C", "H", "H", "H", "H", "H", "H", "H", "H", "H", "H", "H", "H", "O"], "coordinates": [[0.302, -0.350, -2.517], [-0.683, -0.524, -1.859], [-0.807, 0.016, -0.416], [0.576, -0.279, 0.295], [1.462, 1.044, 0.056], [-1.961, -0.494, 0.292], [-1.595, -1.091, -2.192], [-0.848, 1.204, -0.685], [0.264, -0.312, 1.422], [1.166, -1.117, -0.044], [2.146, 1.096, 0.940], [0.971, 2.012, 0.165], [2.073, 1.079, -0.858], [-2.055, -1.553, 0.087], [-2.847, -0.035, -0.344], [-1.984, -0.162, 1.365], [0.254, -0.158, 3.398], [1.090, 1.177, 3.418], [0.857, 0.296, 2.870]], "mulliken_charge": [-0.54, -0.50, 0.27, -0.39, -1.01, -1.41, 0.28, 0.10, 0.40, 0.54, 0.37, 0.43, 0.32, 0.35, 0.28, 0.54, 0.31, 0.33, -0.68], "e_above_lowest_ev": 3.368, "multiplicity": 2, "gap_ev": [3.32, 7.50]}

***

6.
{"formula": "C4H12NO2", "method": "ωB97M-V/def2-TZVPD", "species": ["C", "N", "C", "O", "C", "C", "H", "H", "H", "H", "H", "H", "H", "H", "H", "H", "H", "H", "O"], "coordinates": [[-0.207, 0.075, 1.354], [0.477, 0.653, 0.173], [-0.251, 1.838, -0.469], [-1.013, 1.634, -1.608], [0.740, -1.007, 1.975], [0.509, -2.362, 1.347], [-1.181, -0.309, 1.094], [-0.557, 0.838, 2.086], [0.649, -0.185, -0.487], [0.653, 2.417, -0.808], [-0.930, 2.326, 0.245], [1.788, -0.663, 1.981], [0.810, -0.992, 3.005], [0.025, -3.005, 1.968], [1.380, -3.080, 1.314], [0.046, -2.157, 0.374], [0.427, -0.128, -2.843], [-0.903, 0.323, -2.097], [-0.274, -0.536, -2.427]], "mulliken_charge": [-0.81, -0.31, -0.33, -0.39, -0.62, -1.07, 0.37, 0.46, 0.37, 0.32, 0.34, 0.32, 0.52, 0.33, 0.29, 0.30, 0.28, 0.41, -0.76], "e_above_lowest_ev": 2.312, "multiplicity": 2, "gap_ev": [10.48, 6.60]}

***

7.
{"formula": "C4H12NO2", "method": "ωB97M-V/def2-TZVPD", "species": ["C", "C", "O", "C", "N", "C", "O", "H", "H", "H", "H", "H", "H", "H", "H", "H", "H", "H", "H"], "coordinates": [[1.261, 1.914, 0.488], [0.881, 0.830, -0.490], [1.740, -0.311, -0.452], [-0.501, 0.282, -0.199], [-0.836, -0.705, -1.319], [-0.705, -0.471, 1.116], [-1.754, -1.416, 0.909], [2.346, 1.995, 0.560], [0.918, 2.895, 0.167], [0.886, 1.691, 1.488], [0.851, 1.186, -1.524], [2.538, -0.151, -0.965], [-1.214, 1.095, -0.335], [-1.372, -0.262, -2.064], [0.054, -1.023, -1.715], [-1.344, -1.512, -0.937], [0.210, -1.042, 1.324], [-0.919, 0.181, 1.959], [-2.425, -1.328, 1.596]], "mulliken_charge": [-1.27, -0.05, -0.57, -0.09, -0.26, -0.59, -0.56, 0.36, 0.37, 0.30, 0.47, 0.35, 0.41, 0.33, 0.36, 0.35, 0.28, 0.46, 0.35], "e_above_lowest_ev": 1.057, "total_charge": 1, "multiplicity": 1, "gap_ev": 11.73}

***

8.
{"formula": "C4H12NO2", "method": "ωB97M-V/def2-TZVPD", "species": ["C", "O", "C", "C", "C", "O", "N", "H", "H", "H", "H", "H", "H", "H", "H", "H", "H", "H", "H"], "coordinates": [[0.013, 0.880, 1.233], [2.177, -0.958, 1.442], [-0.654, -0.372, 1.179], [-1.757, 0.188, 0.647], [-2.087, 0.365, -0.773], [-0.041, 1.470, -1.829], [1.384, -1.513, -1.085], [0.994, 1.075, 0.705], [-0.007, 1.609, 2.056], [3.171, -0.861, 1.394], [-0.185, -1.279, 1.135], [-2.663, 0.487, 1.141], [-1.949, -0.555, -1.338], [-2.933, 1.030, -1.062], [-0.982, 1.252, -1.609], [-0.008, 2.310, -2.380], [2.072, -1.142, -1.687], [1.236, -2.417, -1.344], [1.385, -1.376, -0.027]], "mulliken_charge": [-0.41, -0.63, 0.21, -0.36, -0.87, -0.59, -0.38, 0.28, 0.31, 0.27, 0.65, 0.41, 0.38, 0.45, 0.29, 0.31, 0.22, 0.26, 0.20], "e_above_lowest_ev": 12.922, "total_charge": 1, "multiplicity": 1, "gap_ev": 4.50}

***

9.
{"formula": "C4H12NO2", "method": "ωB97M-V/def2-TZVPD", "species": ["O", "C", "C", "C", "C", "N", "H", "H", "H", "H", "H", "H", "H", "H", "H", "H", "H", "H", "O"], "coordinates": [[-1.340, 1.789, 0.183], [-0.915, 1.235, 1.158], [-0.044, -0.008, 1.020], [1.385, 0.330, 1.406], [2.070, 1.483, 0.667], [-0.167, -0.404, -0.413], [-1.108, 1.583, 2.187], [-0.426, -0.777, 1.689], [2.017, -0.547, 1.410], [1.358, 0.610, 2.462], [2.253, 1.259, -0.381], [1.507, 2.412, 0.799], [2.990, 1.719, 1.202], [0.644, -0.709, -0.946], [-0.505, 0.421, -0.936], [-0.819, -1.178, -0.512], [-0.866, -3.516, -4.045], [-0.984, -4.325, -2.807], [-0.939, -3.403, -3.092]], "mulliken_charge": [-0.45, -0.02, 0.05, -0.81, -1.12, -0.30, 0.40, 0.35, 0.40, 0.41, 0.31, 0.35, 0.38, 0.34, 0.38, 0.31, 0.33, 0.33, -0.64], "e_above_lowest_ev": 1.394, "total_charge": 1, "multiplicity": 1, "gap_ev": 11.35}

***

10.
{"formula": "C4H12NO2", "method": "ωB97M-V/def2-TZVPD", "species": ["O", "C", "C", "C", "C", "N", "H", "H", "H", "H", "H", "H", "H", "H", "H", "H", "H", "H", "O"], "coordinates": [[-1.142, -1.811, 0.220], [-0.282, -1.073, 0.666], [0.096, 0.267, 0.168], [1.603, 0.234, -0.181], [2.560, -0.150, 1.003], [-0.786, 0.500, -1.097], [0.462, -1.486, 1.400], [-0.254, 1.107, 0.730], [1.849, -0.513, -1.026], [1.757, 1.123, -0.789], [2.336, -1.208, 1.281], [2.564, 0.572, 1.931], [3.556, -0.151, 0.577], [-0.586, -0.285, -1.723], [-1.820, 0.442, -0.782], [-0.498, 1.401, -1.528], [-4.229, 0.363, -0.934], [-3.772, 0.373, 0.493], [-3.414, 0.295, -0.406]], "mulliken_charge": [-0.44, 0.00, -0.02, -0.63, -1.11, -0.34, 0.34, 0.38, 0.32, 0.42, 0.37, 0.28, 0.36, 0.39, 0.33, 0.37, 0.31, 0.30, -0.62], "e_above_lowest_ev": 1.809, "total_charge": 1, "multiplicity": 1, "gap_ev": 10.92}